Entry 1:
Below is a structure of composition H48LiO24 at a distorted geometry, with properties calculated with ωB97M-V/def2-TZVPD.

```
73
Properties=species:S:1:pos:R:3:forces:R:3:lowdin_charge:R:1
Li -1.086 -0.646 0.054 0.15 0.21 0.28 0.644
O 4.424 1.611 -0.392 0.75 0.65 -0.91 -0.027
H 3.862 1.027 0.094 -0.65 -0.79 0.97 0.001
H 5.120 1.063 -0.775 -0.10 0.12 0.13 0.065
O 3.061 2.668 3.403 -0.08 -0.07 0.44 -0.056
H 3.422 2.420 4.261 0.08 0.33 0.11 0.058
H 2.942 1.812 2.975 0.00 -0.29 -0.70 -0.015
O 3.429 1.600 -4.195 1.30 0.87 -0.04 -0.056
H 2.563 1.722 -3.808 -0.40 0.21 0.31 0.021
H 3.915 2.460 -4.096 -0.85 -1.23 -0.12 0.086
O 1.657 -2.433 -4.455 0.32 -0.29 0.23 -0.076
H 2.095 -3.125 -4.987 -0.23 0.67 0.36 0.072
H 2.381 -1.956 -3.986 -0.04 -0.43 -0.46 0.022
O -1.245 -2.441 -0.487 0.05 0.89 1.01 -0.102
H -2.103 -2.779 -0.235 -0.48 -0.19 0.18 0.035
H -0.960 -2.848 -1.299 0.22 -0.80 -0.86 -0.006
O -3.729 -2.361 1.034 0.02 -0.06 -0.42 -0.030
H -4.309 -3.088 0.803 -0.21 -0.29 -0.16 0.060
H -3.770 -2.349 1.995 0.12 0.27 0.44 0.021
O -0.134 -0.643 -3.031 -0.24 0.43 0.77 -0.019
H 0.299 -1.212 -3.654 0.48 -0.60 -0.82 -0.007
H -1.047 -0.589 -3.317 -0.37 0.12 -0.10 0.036
O 4.122 -1.205 -3.615 0.06 0.82 0.24 -0.060
H 4.748 -1.398 -2.908 -0.10 -0.17 -0.09 0.050
H 4.132 -0.221 -3.685 -0.21 -0.56 -0.22 0.026
O 2.464 0.518 1.712 -1.15 0.95 -1.09 -0.072
H 1.828 0.342 0.956 0.75 0.10 0.98 0.039
H 2.882 -0.323 1.858 0.52 -1.14 0.09 -0.004
O -5.046 -1.118 -1.874 -0.04 -0.02 -0.17 -0.033
H -5.974 -1.348 -1.964 -0.14 -0.04 -0.03 0.056
H -4.832 -1.298 -0.954 0.16 0.12 0.22 0.022
O -2.835 1.923 3.673 0.03 0.06 0.16 -0.051
H -3.031 2.635 4.303 0.10 -0.31 -0.26 0.084
H -1.877 1.993 3.482 -0.12 -0.02 0.34 0.019
O -0.928 -0.785 2.269 -0.78 0.29 0.25 -0.089
H -1.812 -0.940 2.698 0.87 0.13 -0.20 0.046
H -0.465 -0.105 2.798 -0.28 -0.06 -0.33 0.059
O -0.176 -4.058 -2.256 0.12 -1.13 0.26 -0.051
H 0.170 -3.758 -3.108 0.31 -0.39 -0.01 0.036
H 0.017 -5.019 -2.095 -0.15 1.58 -0.62 0.101
O 2.517 3.773 0.676 1.25 -0.01 0.81 -0.062
H 2.358 4.583 1.166 -0.49 0.49 -0.04 0.062
H 3.356 3.516 1.144 -1.01 -0.39 -0.81 0.069
O -4.147 1.480 1.275 -0.16 0.07 0.22 -0.046
H -4.444 2.379 1.112 -0.20 0.11 -0.32 0.069
H -3.777 1.573 2.172 0.24 -0.05 0.04 0.005
O -3.249 0.671 -3.076 0.63 -0.25 0.26 -0.030
H -4.129 0.284 -3.106 -0.21 -0.19 0.23 0.034
H -3.254 1.479 -3.576 -0.15 0.50 -0.47 0.061
O 3.303 -2.118 1.601 -1.42 -0.23 0.36 -0.074
H 3.792 -2.587 2.291 -0.26 0.02 -0.18 0.062
H 2.334 -2.359 1.736 1.43 -0.09 -0.09 0.053
O 0.850 -0.369 -0.414 -0.40 -0.82 0.05 -0.126
H 0.976 0.308 -1.117 0.13 -0.43 0.06 0.025
H 0.829 -1.272 -0.809 0.29 1.18 0.02 0.069
O 1.837 1.871 -1.450 -1.10 0.94 -0.33 -0.046
H 2.783 1.960 -1.362 1.06 -0.20 0.22 0.005
H 1.533 2.765 -1.201 0.08 -0.60 -0.22 0.055
O 0.295 -3.244 1.976 -0.34 1.30 -0.76 -0.096
H 0.077 -3.379 1.027 0.11 -0.03 0.79 0.025
H -0.136 -2.349 2.140 0.59 -1.29 -0.05 0.007
O -2.256 0.708 -0.493 -0.23 0.45 -0.65 -0.141
H -3.048 0.929 0.049 0.27 0.05 0.06 0.010
H -2.520 0.889 -1.435 0.12 -0.47 0.72 0.035
O -3.450 -1.275 3.711 0.33 0.56 0.29 -0.036
H -3.132 -1.313 4.624 -0.02 -0.47 -0.09 0.085
H -3.665 -0.332 3.653 -0.23 0.08 -0.25 0.042
O -0.380 3.270 0.654 0.82 -0.64 -0.15 -0.074
H 0.613 3.281 0.516 -1.36 -0.32 0.22 0.024
H -0.766 2.452 0.260 0.58 0.71 0.16 0.041
O -0.050 2.068 3.288 0.98 0.65 -1.64 -0.106
H -0.167 2.615 2.435 0.19 -0.85 1.22 0.055
H 0.944 1.998 3.344 -1.28 0.24 0.16 0.043
```
Forces are in eV/Å.

## Properties
multiplicity = 1
DFT total energy = -1842.11138 Eh
charge = +1

Entry 2:
Below is a cluster of 2 separate species, H4INSi in total at a distorted geometry, with properties calculated with ωB97M-V/def2-TZVPD.

```
7
Properties=species:S:1:pos:R:3:forces:R:3:lowdin_spin:R:1
N -0.055 0.651 -0.102 2.17 1.44 -0.49 0.966
Si -1.262 -0.463 0.045 -1.68 -1.55 -2.00 0.768
I 3.431 -0.129 0.036 -1.03 0.11 0.13 0.010
H 1.748 0.113 0.142 1.18 -0.08 -0.21 0.002
H -0.170 1.626 -0.306 -0.10 0.71 0.21 0.042
H -2.165 -0.760 -1.050 -0.02 0.19 -0.40 0.104
H -1.526 -1.038 1.235 -0.51 -0.82 2.76 0.108
```
Forces are in eV/Å.

## Properties
multiplicity = 3
DFT total energy = -644.16689 Eh
⟨S²⟩ = 2.005
charge = 0

Entry 3:
Below is a cluster of 3 separate species, H4IO2 in total at a distorted geometry, with properties calculated with ωB97M-V/def2-TZVPD.

```
7
Properties=species:S:1:pos:R:3:forces:R:3:nbo_charge:R:1
I -0.756 -0.586 0.555 -0.16 0.01 -0.05 -0.941
O -1.615 1.372 -2.401 0.09 -1.11 1.56 -1.009
H -1.419 0.756 -1.571 -0.81 1.70 -1.93 0.514
H -2.515 1.746 -2.334 0.78 -0.61 0.42 0.456
O 2.463 -0.885 1.958 1.44 -1.97 1.14 -0.965
H 2.201 -1.812 2.161 0.55 0.87 -0.13 0.456
H 1.642 -0.588 1.629 -1.89 1.12 -1.00 0.490
```
Forces are in eV/Å.

## Properties
multiplicity = 1
DFT total energy = -450.67261 Eh
charge = -1

Entry 4:
Below is a cluster of 2 separate species, H4N2O in total at a distorted geometry, with properties calculated with ωB97M-V/def2-TZVPD.

```
7
Properties=species:S:1:pos:R:3:forces:R:3:nbo_charge:R:1
H 0.818 0.941 -1.377 0.51 -0.64 -0.23 0.476
H 1.805 -0.283 -1.223 -0.91 0.70 -0.62 0.478
H -0.456 -0.021 0.088 0.03 -0.23 -0.24 0.299
H -1.644 -0.986 1.451 -0.33 -0.67 -0.75 0.289
N -0.424 0.432 1.008 -1.94 -1.46 1.85 -0.306
N -1.182 -0.176 1.836 2.19 2.29 -0.86 -0.287
O 1.083 0.092 -1.784 0.44 0.02 0.85 -0.950
```
Forces are in eV/Å.

## Properties
SMILES = [H]/N=N\[H].O
multiplicity = 1
DFT total energy = -187.07456 Eh
charge = 0

Entry 5:
Below is an isolated molecule of H4N2O2S at a distorted geometry, with properties calculated with ωB97M-V/def2-TZVPD.

```
9
Properties=species:S:1:pos:R:3:forces:R:3:nbo_charge:R:1
N -1.223 -0.374 0.904 1.93 0.63 -1.86 -1.097
N 0.822 -1.282 -0.745 -1.30 0.38 -0.01 -1.125
O 1.252 0.703 0.778 -1.71 -0.43 -1.19 -0.891
O -0.310 0.744 -1.363 1.32 -0.97 -0.41 -0.874
S 0.007 -0.210 -0.060 0.53 1.59 0.52 2.182
H -1.641 0.560 1.096 0.45 -0.72 -0.16 0.391
H 0.838 -2.108 -0.203 0.32 -1.26 0.68 0.385
H 1.070 0.708 1.732 -0.39 -0.07 -0.33 0.492
H 0.172 0.341 -2.203 -1.16 0.86 2.76 0.537
```
Forces are in eV/Å.

## Properties
SMILES = N=S(=N)(O)O
multiplicity = 1
DFT total energy = -660.46149 Eh
charge = 0

Entry 6:
Below is an isolated molecule of H4N2O2S at a distorted geometry, with properties calculated with ωB97M-V/def2-TZVPD.

```
9
Properties=species:S:1:pos:R:3:forces:R:3:lowdin_spin:R:1
N 0.550 -0.490 -0.776 -2.56 0.73 -5.20 1.208
N 0.877 -1.226 0.157 1.31 -5.14 6.64 0.377
O -0.739 1.019 1.252 0.38 0.67 -1.40 0.041
O -0.980 1.575 -1.351 0.79 1.94 1.36 0.034
S 0.084 1.551 -0.101 -0.72 2.69 0.90 0.232
H 1.823 -1.294 0.531 -0.02 0.67 -0.10 0.047
H 0.288 -1.975 0.679 0.79 1.35 -2.06 0.055
H -0.575 0.076 1.268 0.07 -0.76 0.29 0.005
H -1.328 0.764 -1.658 -0.03 -2.14 -0.42 0.002
```
Forces are in eV/Å.

## Properties
multiplicity = 3
DFT total energy = -660.35960 Eh
⟨S²⟩ = 2.015
charge = 0

Entry 7:
Below is an isolated molecule of H4N2O2Si at a distorted geometry, with properties calculated with ωB97M-V/def2-TZVPD.

```
9
Properties=species:S:1:pos:R:3:forces:R:3:nbo_charge:R:1
N 0.992 0.250 1.050 1.44 0.65 2.50 -1.353
N -0.772 0.660 -1.111 -0.09 -1.70 -1.39 0.250
O -1.140 1.754 -0.825 -0.03 1.40 0.81 -0.355
O -1.031 0.124 -2.199 0.25 -0.01 0.24 -0.423
Si -0.019 -0.629 -0.008 -0.55 -0.84 0.77 1.374
H 1.000 1.222 1.500 -0.72 -2.00 -1.52 0.441
H 1.561 -0.326 1.731 -0.85 0.69 -1.37 0.408
H -1.333 -1.254 0.517 0.95 0.59 -0.29 -0.189
H 0.741 -1.801 -0.654 -0.41 1.22 0.26 -0.153
```
Forces are in eV/Å.

## Properties
SMILES = N[SiH2][N+](=O)[O-]
multiplicity = 1
DFT total energy = -551.80353 Eh
charge = 0

Entry 8:
Below is an isolated molecule of H4N2Si at a distorted geometry, with properties calculated with ωB97M-V/def2-TZVPD.

```
7
Properties=species:S:1:pos:R:3:forces:R:3:nbo_charge:R:1
N 1.343 -0.610 -0.129 -0.33 0.71 0.06 -0.822
N -1.318 -0.414 0.126 -1.52 -2.76 -0.63 -0.827
Si 0.032 0.579 0.271 2.03 -1.71 0.36 1.355
H 1.388 -1.539 0.309 -0.10 0.57 0.28 0.326
H -1.108 -1.464 0.199 -0.49 1.91 -0.02 0.345
H -0.256 1.068 1.616 0.48 0.43 0.46 -0.190
H 0.191 1.575 -0.735 -0.08 0.84 -0.51 -0.187
```
Forces are in eV/Å.

## Properties
multiplicity = 1
DFT total energy = -401.26315 Eh
charge = 0

Entry 9:
Below is an isolated molecule of H4N3P at a distorted geometry, with properties calculated with ωB97M-V/def2-TZVPD.

```
8
Properties=species:S:1:pos:R:3:forces:R:3:nbo_charge:R:1
N -1.286 0.494 -0.099 -0.41 4.08 0.59 -0.298
N -1.333 -0.843 0.007 0.87 -4.51 -2.89 -0.260
N -0.270 -0.164 0.718 -1.03 0.53 0.21 -0.434
P 1.320 -0.120 0.059 0.42 -0.11 -1.40 0.444
H -0.914 0.837 -0.990 0.35 -0.35 -0.06 0.309
H -0.979 -1.260 -0.982 -0.48 0.67 2.70 0.294
H 1.920 -0.231 1.288 0.54 -0.15 0.69 -0.021
H 1.542 1.288 -0.001 -0.26 -0.15 0.15 -0.033
```
Forces are in eV/Å.

## Properties
SMILES = Pn1[nH][nH]1
multiplicity = 1
DFT total energy = -507.84070 Eh
charge = 0

Entry 10:
Below is an isolated molecule of H4N4 at a distorted geometry, with properties calculated with ωB97M-V/def2-TZVPD.

```
8
Properties=species:S:1:pos:R:3:forces:R:3:nbo_charge:R:1
N 0.022 0.981 0.530 -0.40 0.37 -0.18 -0.326
N -0.922 0.452 -0.438 -0.10 0.41 0.21 -0.325
N 0.688 -0.311 0.651 -1.47 -1.34 -1.66 -0.338
N -0.056 -0.693 -0.719 1.90 0.70 1.63 -0.338
H 0.600 1.662 0.025 -0.05 -0.52 -0.13 0.326
H -1.754 0.172 0.092 0.49 -0.16 0.10 0.326
H 1.694 -0.272 0.482 -0.16 0.33 -0.32 0.338
H -0.520 -1.593 -0.601 -0.21 0.23 0.35 0.337
```
Forces are in eV/Å.

## Properties
SMILES = N1NNN1
multiplicity = 1
DFT total energy = -221.24125 Eh
charge = 0

Entry 11:
Below is an isolated molecule of H4NO2PS at a distorted geometry, with properties calculated with ωB97M-V/def2-TZVPD.

```
9
Properties=species:S:1:pos:R:3:forces:R:3:nbo_charge:R:1
N 0.554 -0.800 -0.974 -2.90 1.98 0.68 -1.285
O -1.025 1.206 -0.525 -0.67 -0.78 -1.80 -1.019
O 1.202 1.498 0.515 0.26 -2.62 -1.12 -0.995
P 0.185 0.310 0.071 -1.83 0.45 -1.28 2.052
S -0.703 -0.648 1.719 0.23 2.00 1.52 -0.336
H 1.489 -0.853 -0.865 4.48 -1.23 -0.28 0.355
H -1.347 0.862 -1.438 1.03 0.67 2.39 0.532
H 1.048 2.207 1.114 -0.75 0.67 0.84 0.528
H -0.799 -1.808 1.164 0.16 -1.14 -0.96 0.169
```
Forces are in eV/Å.

## Properties
SMILES = N=P(O)(O)S
multiplicity = 1
DFT total energy = -947.20928 Eh
charge = 0

Entry 12:
Below is the ion H4NO2SSi with charge -1 at a distorted geometry, with properties calculated with ωB97M-V/def2-TZVPD.

```
9
Properties=species:S:1:pos:R:3:forces:R:3:nbo_charge:R:1
N 0.411 -2.023 0.076 0.46 0.31 0.85 -1.200
O 0.130 0.326 -1.174 2.45 -0.73 -1.13 -1.233
O 2.108 -0.266 0.498 1.66 1.84 1.70 -1.012
Si -0.887 1.011 -0.192 0.78 0.15 0.33 1.254
S 1.424 -0.990 -0.524 -3.23 -2.02 -1.00 1.597
H 0.187 -1.780 1.090 0.50 -0.22 -1.60 0.331
H -1.947 0.049 -0.148 -1.53 -0.09 0.53 -0.237
H -0.340 1.349 1.130 -0.12 -0.13 0.61 -0.250
H -1.086 2.324 -0.755 -0.95 0.89 -0.30 -0.250
```
Forces are in eV/Å.

## Properties
multiplicity = 1
DFT total energy = -895.33844 Eh
charge = -1

Among the records above, which one has the lowest DFT total energy?
H48LiO24

charge of number 9 (H4N3P)?
0